(one)
# H37O18

A 18-piece molecular cluster, H37O18 overall (ωB97M-V with the def2-TZVPD basis set, the Open Molecules 2025 dataset).

The molar mass comes out at 325.28 g mol⁻¹. The value obtained for the LUMO energy is -2.707 eV.

Geometry as ORCA input:
```
! wB97M-V def2-TZVPD RIJCOSX def2/J DEFGRID3
* xyz 1 1
O 1.15 -2.81 0.97
H 1.42 2.25 2.64
H 1.55 -2.90 0.05
O 2.30 -2.51 -1.33
H 1.59 -2.80 1.85
O 1.66 -4.81 -0.22
H 2.55 -4.97 -0.56
H 1.85 -5.10 0.70
O -1.74 -4.08 -1.85
H -2.66 -4.17 -2.15
H -1.59 -4.60 -1.05
O 2.14 -2.54 3.36
H 3.05 -2.24 3.33
H 1.92 -2.87 4.25
O -2.71 0.89 -0.01
H -1.81 0.55 0.04
H -2.93 1.51 0.70
O -0.46 4.30 -3.12
H 0.39 4.05 -3.51
H -0.54 5.15 -2.72
O 0.13 0.37 -3.42
H -0.59 0.84 -3.88
H 0.34 0.92 -2.67
O -0.55 -1.03 1.11
H -1.33 -1.49 0.74
H 0.51 -1.94 1.05
O -3.54 0.90 -5.34
H -3.56 -0.04 -5.06
H -4.18 1.06 -4.60
O -0.34 2.56 4.89
H 0.20 2.17 5.60
H -1.10 2.68 5.51
O 0.57 -2.09 -4.80
H -0.21 -1.88 -4.27
H 0.33 -2.67 -5.53
O 2.10 1.57 2.80
H -0.70 -0.99 2.17
H 2.77 1.56 2.11
O -1.86 2.18 2.80
H -1.56 2.01 3.74
H -2.71 2.62 2.82
O 2.91 1.89 -0.60
H 2.04 1.48 -0.62
H 2.64 2.81 -0.57
O 0.51 2.50 0.85
H 0.85 2.85 0.04
H -0.43 2.32 0.89
O -0.26 -0.14 3.47
H 0.56 -0.46 3.08
H -0.13 0.82 3.30
O -1.34 2.82 -0.96
H -1.36 3.47 -1.69
H -2.21 2.56 -0.69
H 1.44 -2.53 -1.75
H 2.92 -2.01 -1.87
*
```

These are the Löwdin partial charges, in e, on atoms 1 to 5:
1. O 0.080
2. H 0.023
3. H 0.077
4. O -0.017
5. H 0.058

(two)
# H37O18

H37O18 as an isolated structure (ωB97M-V with the def2-TZVPD basis set, the Open Molecules 2025 dataset).

The molar mass comes out at 325.28 g mol⁻¹. The value obtained for the LUMO energy is -2.928 eV.

Geometry as ORCA input:
```
! wB97M-V def2-TZVPD RIJCOSX def2/J DEFGRID3
* xyz 1 1
O 4.37 0.95 0.92
H -3.81 0.75 4.47
H -0.15 1.11 -1.52
O 0.50 0.27 -1.69
H 5.08 0.98 0.20
O -0.94 3.78 3.50
H -1.68 3.68 4.10
H -0.98 -1.67 0.24
O -2.74 -2.62 -2.58
H -3.13 -4.35 -1.01
H -3.33 -1.87 -3.18
O -0.39 -1.92 -1.99
H 0.49 -2.04 -2.29
H -0.24 -1.00 -1.78
O 2.72 1.12 -3.61
H 2.49 1.98 -3.84
H 3.10 0.45 -4.21
O -3.37 1.18 -4.55
H 3.03 -0.49 -0.72
H -2.52 -1.99 0.47
O 0.54 -0.78 1.52
H 1.02 -1.55 1.68
H 1.03 0.02 1.64
O -2.85 0.38 -1.47
H -3.72 -0.04 -1.35
H -1.83 -3.36 -0.37
O -1.58 -2.51 0.60
H -3.33 2.04 -3.85
H -1.97 -2.01 -2.36
O 0.85 -0.90 4.20
H 0.11 -0.46 4.77
H 0.21 -1.41 3.70
O 5.18 -2.07 -2.31
H 5.62 -2.26 -1.51
H 5.10 -2.71 -2.95
O -3.05 0.54 4.16
H -2.97 1.02 -0.68
H -2.66 1.28 3.88
O -1.11 2.23 1.25
H -2.01 2.60 0.95
H -1.04 3.03 1.83
O -0.26 3.12 -1.93
H -0.91 2.86 -1.32
H -0.67 3.55 -2.74
O -2.13 -4.53 -0.83
H 4.06 1.86 0.87
H -1.78 -4.58 -1.74
O 2.76 -0.80 0.13
H -0.18 3.12 3.64
H 3.49 -0.86 0.72
O 1.62 2.18 4.77
H 2.01 1.31 4.59
H 2.50 2.74 5.07
H -2.71 1.34 -5.18
H 1.13 0.07 -1.04
*
```

These are the Löwdin partial charges, in e, on atoms 1 to 5:
1. O -0.075
2. H -0.053
3. H 0.123
4. O -0.043
5. H 0.096

(three)
# H37O18

A 18-piece molecular cluster, H37O18 overall (ωB97M-V with the def2-TZVPD basis set, the Open Molecules 2025 dataset).

The molar mass comes out at 325.28 g mol⁻¹. The value obtained for the LUMO energy is -2.886 eV.

Geometry as ORCA input:
```
! wB97M-V def2-TZVPD RIJCOSX def2/J DEFGRID3
* xyz 1 1
O 0.08 -5.70 -0.34
H -4.06 3.95 3.01
H 2.02 3.27 -1.35
O 2.30 3.50 -0.48
H 0.61 -5.52 0.46
O -1.93 1.68 0.62
H -1.01 1.98 0.62
H -2.15 1.82 -0.30
O 2.77 1.29 2.99
H 3.48 0.84 3.57
H 2.10 0.62 3.24
O -2.86 -5.46 0.27
H -2.67 -4.60 -0.13
H -2.17 -5.99 -0.10
O 2.31 -0.73 5.56
H 3.21 -1.02 5.76
H 2.32 0.14 6.09
O -1.53 -0.17 -1.02
H -1.45 -3.09 -2.65
H -1.77 -0.31 0.07
O 0.50 0.08 -2.34
H 0.64 -0.74 -2.83
H 1.39 0.36 -2.19
O 3.52 -0.35 -2.90
H 3.77 -1.23 -2.66
H -0.31 -4.83 -0.35
O -1.23 -2.56 -1.88
H -0.43 -0.04 -1.26
H -0.28 -2.54 -2.12
O 0.68 5.34 1.41
H 1.32 5.52 2.09
H 0.43 6.24 1.22
O -2.74 -1.13 -3.30
H -3.42 -1.07 -3.96
H -2.42 -0.29 -3.02
O -3.11 4.06 3.15
H 3.98 0.34 -2.33
H -2.67 4.24 2.29
O 1.92 -2.71 -4.49
H 2.82 -2.43 -4.47
H 1.75 -3.62 -4.75
O 2.66 0.97 -0.46
H 2.50 0.50 0.37
H 2.79 1.95 -0.23
O -1.01 3.35 -2.20
H -1.91 3.35 -2.69
H -1.04 3.11 -1.29
O -2.64 -0.70 1.43
H -3.61 -0.62 1.38
H -2.31 -0.44 2.26
O -0.72 -0.87 3.90
H -0.27 -1.47 4.56
H -0.28 -1.50 3.29
H -1.78 -1.11 -1.34
H 1.94 4.33 -0.15
*
```

These are the Löwdin partial charges, in e, on atoms 1 to 5:
1. O -0.043
2. H 0.035
3. H 0.046
4. O -0.031
5. H 0.057

(four)
# H37O18

H37O18 as an isolated structure (ωB97M-V with the def2-TZVPD basis set, the Open Molecules 2025 dataset).

The molar mass comes out at 325.28 g mol⁻¹. The value obtained for the LUMO energy is -2.967 eV.

Geometry as ORCA input:
```
! wB97M-V def2-TZVPD RIJCOSX def2/J DEFGRID3
* xyz 1 1
O 2.84 1.08 4.82
H -0.45 -4.97 -1.24
H -4.66 -0.03 -1.79
O -3.95 -0.50 -2.15
H 2.19 0.43 4.79
O 1.36 -0.55 -0.53
H 1.89 -1.23 -0.16
H 2.02 0.16 -0.68
O 0.53 3.29 4.15
H 1.44 2.97 4.30
H 0.81 4.29 3.79
O 1.85 -3.34 1.20
H 2.33 -3.72 2.04
H 2.63 -3.10 0.73
O 4.79 -2.34 -0.59
H 5.27 -1.60 -0.02
H 4.64 -2.12 -1.50
O -3.34 2.43 -3.59
H -2.90 2.98 -4.36
H -4.07 2.96 -3.22
O -4.77 -2.88 -0.67
H -5.33 -2.84 -1.45
H -4.73 -2.00 -0.32
O 3.35 3.58 1.74
H 3.35 3.71 0.78
H 2.53 1.77 4.30
O -0.45 2.28 -2.30
H -0.59 2.45 -3.16
H -0.83 1.42 -2.05
O 1.04 0.09 2.85
H 0.75 0.64 2.08
H 0.19 -0.26 3.13
O -1.93 -2.09 -0.57
H -2.76 -2.10 -0.99
H -1.55 -3.17 -0.44
O -0.13 -4.71 -0.42
H 4.13 3.18 2.11
H 0.82 -4.73 -0.22
O -2.93 4.81 -1.88
H -2.69 5.04 -1.01
H -2.73 3.80 -1.82
O -1.09 0.22 -0.42
H -1.47 0.02 0.50
H -0.17 0.15 -0.32
O 4.02 1.63 -1.30
H 4.65 1.92 -1.92
H 4.54 1.72 -0.46
O -2.80 -3.33 3.08
H -3.23 -3.54 3.99
H -3.49 -3.19 2.40
O 1.64 0.23 -3.08
H 1.05 1.04 -3.07
H 1.56 -0.29 -3.92
H -1.57 -0.94 -0.54
H -3.86 -0.06 -3.07
*
```

These are the Löwdin partial charges, in e, on atoms 1 to 5:
1. O 0.000
2. H 0.016
3. H 0.005
4. O -0.043
5. H -0.005

Which is most stable? The ranking, best first, is (one), (three), (four), (two).

(one)
# C8H12F30Na4O6P5

C8H12F30Na4O6P5 as an isolated structure (ωB97M-V with the def2-TZVPD basis set, the Open Molecules 2025 dataset).

The molar mass comes out at 1020.95 g mol⁻¹. The value obtained for the LUMO energy is -2.067 eV.

Geometry as ORCA input:
```
! wB97M-V def2-TZVPD RIJCOSX def2/J DEFGRID3
* xyz -1 1
Na -2.36 -3.94 6.79
Na 2.44 3.40 1.78
Na 3.16 -4.49 1.22
Na -2.97 3.45 0.67
P -7.70 -2.68 5.56
F -6.68 -3.34 6.64
F -8.36 -4.16 5.40
F -8.70 -2.11 6.64
F -8.73 -2.14 4.44
F -7.01 -1.22 5.53
F -6.73 -3.27 4.42
P -7.77 2.59 -0.38
F -6.81 3.12 0.73
F -6.35 2.68 -1.17
F -7.52 1.07 0.19
F -8.52 1.84 -1.65
F -9.12 2.45 0.59
F -8.15 4.04 -0.95
P -1.10 -1.43 2.23
F -0.57 -1.90 0.81
F -1.69 -2.93 2.45
F 0.27 -2.07 2.81
F -1.41 -1.09 3.73
F -0.55 0.10 1.95
F -2.58 -0.83 1.92
P 5.21 0.29 4.74
F 4.48 -0.49 5.95
F 5.18 -1.21 4.07
F 3.64 0.68 4.46
F 5.70 0.99 3.44
F 5.24 1.63 5.56
F 6.77 -0.03 5.22
P -2.29 1.86 9.04
F -1.21 0.90 8.23
F -3.33 0.62 9.30
F -1.58 1.44 10.48
F -3.35 2.83 9.73
F -1.38 3.15 8.89
F -3.09 2.22 7.60
C 4.74 2.70 -6.29
C 4.48 3.73 -5.19
C 3.60 4.91 -5.57
O 2.64 4.86 -4.50
C 2.61 3.71 -3.86
O 1.83 3.44 -2.90
O 3.71 2.97 -4.27
H 3.79 2.31 -6.66
H 5.30 1.84 -5.92
H 5.36 3.18 -7.05
H 5.43 4.05 -4.76
H 3.24 4.81 -6.60
H 4.19 5.83 -5.52
C 4.45 -3.92 -8.28
C 3.58 -3.38 -7.16
C 2.35 -4.32 -6.90
O 2.07 -4.23 -5.53
C 3.23 -3.72 -5.01
O 3.39 -3.46 -3.79
O 4.18 -3.63 -5.94
H 5.41 -3.44 -8.13
H 4.12 -3.59 -9.27
H 4.67 -4.98 -8.23
H 3.31 -2.34 -7.28
H 2.43 -5.39 -7.11
H 1.41 -3.96 -7.33
*
```

These are the Löwdin partial charges, in e, on atoms 1 to 5:
1. Na 0.965
2. Na 0.959
3. Na 0.970
4. Na 0.955
5. P 0.087

(two)
# C8H12F30Na4O6P5

C8H12F30Na4O6P5 as an isolated structure (ωB97M-V with the def2-TZVPD basis set, the Open Molecules 2025 dataset).

The molar mass comes out at 1020.95 g mol⁻¹. The value obtained for the LUMO energy is 0.192 eV.

Geometry as ORCA input:
```
! wB97M-V def2-TZVPD RIJCOSX def2/J DEFGRID3
* xyz -1 1
Na 1.93 -2.85 1.20
Na -1.25 0.64 3.28
Na 3.18 0.50 -0.62
Na -1.15 2.22 -1.17
P -1.04 -5.49 1.39
F -0.47 -5.57 2.87
F -0.02 -4.23 1.10
F 0.14 -6.52 0.85
F -1.54 -5.40 -0.17
F -2.01 -6.80 1.57
F -2.22 -4.46 1.77
P -0.11 -0.54 0.33
F 1.19 -0.78 1.27
F 0.09 -1.89 -0.49
F -1.06 -1.32 1.44
F -1.45 -0.21 -0.48
F -0.38 0.80 1.19
F 0.81 0.29 -0.69
P 5.08 -0.57 2.43
F 6.27 0.20 3.14
F 6.02 -1.83 2.08
F 4.60 -1.16 3.80
F 3.82 -1.33 1.68
F 4.07 0.74 2.59
F 5.42 0.07 0.92
P 0.62 -2.33 5.10
F -0.52 -1.29 4.49
F -0.30 -3.64 5.10
F 1.11 -2.49 3.55
F 1.80 -3.21 5.76
F 1.56 -0.97 5.20
F 0.07 -1.94 6.59
P -1.76 4.10 1.43
F -3.06 3.93 2.42
F -1.04 2.86 2.14
F -2.54 3.06 0.41
F -0.52 4.12 0.37
F -2.48 5.30 0.61
F -1.02 5.13 2.36
C 4.70 2.95 -5.57
C 3.69 3.75 -4.73
C 2.23 3.76 -5.25
O 1.54 3.00 -4.24
C 2.29 2.90 -3.16
O 1.88 2.58 -2.07
O 3.56 3.20 -3.43
H 5.55 2.71 -4.93
H 5.07 3.45 -6.46
H 4.09 2.11 -5.91
H 4.03 4.79 -4.68
H 2.27 3.17 -6.17
H 1.77 4.73 -5.38
C -4.42 -2.03 -0.18
C -5.41 -1.06 -0.83
C -5.04 0.45 -0.87
O -4.88 0.74 -2.25
C -5.12 -0.33 -3.01
O -5.08 -0.30 -4.20
O -5.50 -1.36 -2.24
H -3.38 -1.88 -0.43
H -4.73 -3.03 -0.50
H -4.58 -2.02 0.90
H -6.40 -1.20 -0.40
H -4.11 0.72 -0.37
H -5.84 1.05 -0.44
*
```

These are the Löwdin partial charges, in e, on atoms 1 to 5:
1. Na 0.598
2. Na 0.692
3. Na 0.719
4. Na 0.647
5. P 0.184

Which is most stable? The ranking, best first, is (two), (one).

(one)
# CH8N2S2

A 2-piece molecular cluster, CH8N2S2 overall (ωB97M-V with the def2-TZVPD basis set, the Open Molecules 2025 dataset).

The molar mass comes out at 112.22 g mol⁻¹. The value obtained for the LUMO energy is 0.455 eV. The structure (SMILES) is NCN.SS.

Geometry as ORCA input:
```
! wB97M-V def2-TZVPD RIJCOSX def2/J DEFGRID3
* xyz 0 1
S -1.84 1.24 -0.94
S -2.97 0.01 -2.16
H -2.14 0.72 0.26
H -2.07 -0.99 -2.22
N 0.01 -0.76 0.74
C 1.18 0.12 1.02
N 1.72 0.78 -0.14
H 0.29 -1.42 0.02
H -0.15 -1.31 1.58
H 1.94 -0.45 1.55
H 0.80 0.87 1.72
H 0.96 1.10 -0.73
H 2.26 0.11 -0.68
*
```

These are the Löwdin partial charges, in e, on atoms 1 to 5:
1. S 0.223
2. S 0.232
3. H -0.201
4. H -0.221
5. N -0.047

(two)
# CH8N2S2

A 2-piece molecular cluster, CH8N2S2 overall (ωB97M-V with the def2-TZVPD basis set, the Open Molecules 2025 dataset).

The molar mass comes out at 112.22 g mol⁻¹. The value obtained for the LUMO energy is 0.323 eV. The structure (SMILES) is NCN.SS.

Geometry as ORCA input:
```
! wB97M-V def2-TZVPD RIJCOSX def2/J DEFGRID3
* xyz 0 1
S -1.10 -1.92 0.76
S -0.19 -3.16 2.19
H -0.72 -0.84 1.48
H -1.30 -3.91 2.42
N 1.26 0.57 -0.05
C 0.29 1.58 -0.56
N -0.47 0.97 -1.63
H 1.48 -0.01 -0.87
H 2.18 0.98 0.04
H 0.85 2.44 -0.93
H -0.31 1.88 0.30
H -1.35 1.44 -1.74
H -0.62 -0.01 -1.41
*
```

These are the Löwdin partial charges, in e, on atoms 1 to 5:
1. S 0.203
2. S 0.217
3. H -0.204
4. H -0.201
5. N -0.028

Which is most stable? The ranking, best first, is (one), (two).